1.
A 12-piece molecular cluster, C44H117N5O24 overall at a distorted geometry. Source: the Open Molecules 2025 dataset; level of theory: ωB97M-V/def2-TZVPD.

Each line ends with the Löwdin charge.
Element x y z (Å)
O (-4.1921, -9.4625, -23.7397)  -0.05
O (-12.3057, -8.8487, -28.5416)  -0.06
O (-2.0771, -3.4235, -25.3317)  -0.21
O (-13.7409, 8.3066, -30.4403)  -0.08
O (-11.6512, 7.8759, -28.2447)  -0.08
O (-5.8973, -3.7583, -21.6887)  -0.07
O (-4.7852, -4.9735, -33.9130)  -0.08
O (-15.0224, 0.2340, -31.5627)  -0.20
O (-7.8084, 0.0425, -21.4314)  -0.18
O (-2.9451, 1.4271, -20.7768)  -0.18
O (-5.9820, 7.6437, -23.4496)  -0.06
O (-4.7075, -4.8297, -19.1618)  -0.07
O (-19.4199, -0.7212, -35.6907)  -0.20
O (-1.5034, -10.0638, -19.6859)  -0.04
O (7.2314, -10.4252, -17.3494)  -0.18
O (-4.8983, 5.7208, -25.5394)  -0.09
O (-3.8111, -12.1275, -24.8177)  -0.06
O (4.4847, 0.6307, -28.7615)  -0.19
O (-6.6914, 0.1443, -27.4036)  -0.18
O (5.8560, -11.2577, -22.0686)  -0.22
O (-11.0519, -6.1968, -29.5891)  -0.05
O (-5.9315, -5.0107, -31.1017)  -0.08
O (-0.2520, 1.3719, -29.9441)  -0.20
O (1.1377, -9.8172, -21.0250)  -0.05
N (2.0981, 2.4302, -28.7792)  -0.07
N (-16.8769, -0.4337, -33.7808)  -0.05
N (7.0168, -12.0518, -19.5705)  -0.04
N (-4.5200, -2.8548, -26.8710)  -0.06
N (-5.5055, 2.0687, -21.6025)  -0.04
C (7.3849, -11.8929, -17.1982)  -0.19
C (8.0337, -9.7675, -16.4023)  -0.14
C (-18.9804, 0.5037, -35.0038)  -0.18
C (-14.3008, -0.0445, -30.3438)  -0.11
C (-4.2560, -5.5675, -32.6797)  -0.22
C (-15.4012, -0.4807, -33.9119)  -0.22
C (-3.9762, -4.3648, -20.3021)  -0.22
C (6.5373, -12.5234, -18.2766)  -0.23
C (-8.8794, -0.7854, -21.8912)  -0.11
C (-5.8245, -0.8613, -27.8659)  -0.22
C (-14.7861, -0.8503, -32.5449)  -0.20
C (-1.5325, 1.2221, -20.8732)  -0.10
C (-6.9386, 1.1407, -28.3132)  -0.14
C (6.3574, -12.8676, -20.5311)  -0.27
C (6.6331, -12.4534, -21.9437)  -0.22
C (3.1718, 2.4300, -27.8245)  -0.25
C (-0.3288, -9.5137, -19.1806)  -0.26
C (-5.6263, -1.8789, -26.7028)  -0.18
C (5.8498, -10.6186, -23.3476)  -0.09
C (-0.9251, 1.3123, -31.2242)  -0.10
C (-0.2676, 2.7278, -29.4462)  -0.20
C (-4.7578, -3.2182, -21.0365)  -0.24
C (-1.0859, -4.4311, -25.0791)  -0.10
C (4.5170, 1.9938, -28.3375)  -0.24
C (-13.0262, 7.4594, -28.2974)  -0.21
C (-2.9418, -10.9900, -25.0381)  -0.25
C (5.8262, 0.0726, -28.8848)  -0.08
C (0.7378, 2.8656, -28.2436)  -0.15
C (-5.2139, -6.1245, -31.6293)  -0.24
C (-7.8748, 1.3702, -21.9325)  -0.23
C (-3.2565, -2.1796, -27.0672)  -0.24
C (-3.2348, 2.7732, -21.0098)  -0.26
C (-3.6868, -9.6975, -25.0249)  -0.27
C (-20.8339, -0.8045, -35.6752)  -0.14
C (-5.9704, 6.7321, -25.6963)  -0.20
C (-4.7392, 3.0000, -20.7918)  -0.23
C (0.9807, -10.1708, -19.7016)  -0.28
C (-12.6268, -7.5080, -28.2851)  -0.25
C (-17.4555, 0.3967, -34.9099)  -0.19
C (-2.0156, -2.9100, -26.6811)  -0.20
C (-6.8959, 2.2758, -21.2228)  -0.23
C (-13.4122, 7.1100, -29.7813)  -0.24
C (-5.7973, 7.9448, -24.8076)  -0.27
C (-11.4232, -6.5554, -28.2850)  -0.27
H (-5.1167, -2.4861, -20.3132)  0.12
H (-14.2860, 6.4586, -29.7949)  0.11
H (-17.0788, 0.0329, -35.8659)  0.11
H (-3.0670, -8.8346, -25.2685)  0.12
H (0.8217, 3.8669, -27.8212)  0.11
H (-0.1590, -3.8605, -25.0205)  0.08
H (-1.0599, -5.2537, -25.7938)  0.08
H (-13.3915, -7.1469, -28.9728)  0.12
H (-15.0751, -1.2239, -34.6395)  0.11
H (2.0314, 1.6540, -29.4220)  0.10
H (-5.5368, -5.1882, -19.4863)  0.08
H (-1.7605, -10.7686, -19.0869)  0.09
H (-21.2112, -1.6850, -36.1953)  0.08
H (-13.6387, 8.2506, -27.8651)  0.12
H (-15.1240, -1.8365, -32.2265)  0.12
H (-5.2154, 4.9278, -25.1009)  0.07
H (-4.4139, -3.3732, -26.0107)  0.10
H (-3.2837, -1.2685, -26.4694)  0.12
H (5.2702, -11.3244, -23.9426)  0.08
H (-13.7471, -0.9865, -32.8451)  0.11
H (-19.3457, 1.3607, -35.5698)  0.11
H (-4.0840, -2.7201, -21.7337)  0.11
H (-2.8131, 3.4567, -20.2729)  0.12
H (-11.7133, -5.6855, -27.6957)  0.11
H (1.9512, -10.2442, -21.3032)  0.09
H (-7.8268, 1.3728, -23.0214)  0.13
H (6.8654, -10.6439, -23.7426)  0.08
H (-5.4678, -1.2562, -25.8223)  0.11
H (6.3542, 0.0848, -27.9313)  0.08
H (-1.2112, -4.8725, -24.0903)  0.08
H (2.8905, 1.7749, -27.0000)  0.12
H (-0.9397, 1.7107, -20.1000)  0.09
H (-21.3396, -0.7784, -34.7099)  0.08
H (-13.2726, -0.0302, -30.7053)  0.08
H (-0.3417, -8.4654, -19.4790)  0.12
H (-5.5363, 6.7965, -23.3773)  0.07
H (-3.0288, -3.9247, -19.9907)  0.11
H (7.6912, -12.2715, -22.1322)  0.13
H (-19.4549, 0.5989, -34.0272)  0.12
H (0.8952, -11.2350, -19.4816)  0.11
H (-1.2919, 2.9244, -29.1295)  0.11
H (5.2726, -12.9097, -20.4335)  0.12
H (-4.7892, 8.3303, -24.9602)  0.12
H (-17.2040, -1.3887, -33.8137)  0.10
H (-9.0898, -1.6658, -21.2839)  0.08
H (-7.1999, 2.0470, -27.7669)  0.08
H (-4.7998, 2.8375, -19.7157)  0.12
H (-1.9742, 1.6046, -31.1786)  0.08
H (-15.0141, 0.4741, -34.2679)  0.11
H (-10.1239, -5.9542, -29.5494)  0.09
H (-14.4324, 0.7983, -29.6652)  0.08
H (-14.5478, -0.9775, -29.8374)  0.08
H (-5.5841, -4.4831, -33.7058)  0.07
H (-13.0513, 6.5310, -27.7268)  0.11
H (-3.3694, -1.8747, -28.1076)  0.11
H (9.0690, -9.6668, -16.7279)  0.08
H (-9.8067, -0.2219, -21.7877)  0.08
H (-11.6421, 8.8040, -28.4899)  0.08
H (-6.5990, -2.3522, -26.5688)  0.12
H (-0.4626, 1.9548, -31.9735)  0.08
H (-13.0798, -7.5949, -27.2975)  0.12
H (-4.6650, -6.6616, -30.8558)  0.12
H (-7.7853, 1.0127, -28.9876)  0.09
H (-4.5039, -9.8290, -25.7343)  0.13
H (-3.8856, -5.0870, -21.1134)  0.11
H (4.8049, 2.6240, -29.1790)  0.12
H (5.5253, -12.1407, -18.1438)  0.12
H (-8.9082, -1.0917, -22.9369)  0.08
H (-3.7120, -4.7187, -32.2652)  0.11
H (0.4909, 2.2542, -27.3755)  0.10
H (-12.5898, 6.6177, -30.3003)  0.11
H (6.7196, -11.0871, -19.6061)  0.11
H (-6.3402, -1.4855, -28.5957)  0.12
H (-6.5552, -3.0593, -21.7016)  0.07
H (-2.2214, -10.9361, -24.2219)  0.11
H (7.0518, -12.3294, -16.2566)  0.12
H (-2.3676, -11.1824, -25.9444)  0.12
H (-1.9902, -3.8541, -27.2252)  0.11
H (6.3074, -13.2750, -22.5816)  0.12
H (-0.2209, -9.5483, -18.0965)  0.11
H (8.4097, -12.1985, -17.4090)  0.12
H (-5.4161, -4.6145, -30.3954)  0.08
H (-0.9498, 0.3015, -31.6312)  0.08
H (-1.0983, -2.3347, -26.8058)  0.13
H (-1.4748, 0.1339, -20.8956)  0.09
H (1.9051, -9.8965, -19.1933)  0.11
H (5.2068, 2.2331, -27.5282)  0.12
H (-14.3907, 8.2257, -31.1423)  0.08
H (-11.8320, -8.8877, -29.3756)  0.08
H (6.5927, -13.9298, -20.4641)  0.12
H (-6.8687, 6.1662, -25.4494)  0.12
H (-3.4425, -9.5094, -23.1418)  0.08
H (-6.4939, 8.7542, -25.0260)  0.12
H (8.0326, -10.1648, -15.3873)  0.08
H (-6.0057, 1.4153, -28.8055)  0.09
H (-3.3546, -12.6810, -24.1799)  0.08
H (-2.9834, 3.0935, -22.0209)  0.12
H (7.6971, -8.7418, -16.2512)  0.08
H (6.5598, -13.6106, -18.2026)  0.12
H (-7.1335, 3.2862, -21.5554)  0.12
H (3.3050, 3.4276, -27.4060)  0.12
H (5.3352, -9.6583, -23.3811)  0.09
H (-10.6081, -6.9482, -27.6772)  0.12
H (-5.9627, -6.8118, -32.0229)  0.12
H (-16.8922, 1.3263, -34.8278)  0.11
H (-8.8010, 1.8478, -21.6131)  0.11
H (-3.5409, -6.3550, -32.9177)  0.11
H (-4.9749, 4.0224, -21.0873)  0.12
H (-21.2532, 0.0601, -36.1897)  0.08
H (-4.9089, -0.4439, -28.2848)  0.11
H (-6.0567, 7.0801, -26.7257)  0.11
H (-1.0777, 1.5230, -21.8170)  0.08
H (-7.0790, 2.3036, -20.1487)  0.12
H (5.7911, -0.9471, -29.2684)  0.08
H (-5.2007, 1.1825, -21.2260)  0.10
H (0.0277, 3.4341, -30.2221)  0.11
H (6.3619, 0.6650, -29.6265)  0.08

Summary:
Total charge ... 0
Total energy ... -104100.3135 eV
Energy relative to the best compared isomer or geometry (same formula, charge and spin) ... 144.5 kcal per mole
Structure (SMILES) ... COCCNCCOC.COCCNCCOC.COCCNCCOC.COCCNCCOC.COCCNCCOC.OCCO.OCCO.OCCO.OCCO.OCCO.OCCO.OCCO
E_LUMO ... 0.3 eV

---

2.
A 12-piece molecular cluster, C30H85N5O12 overall at a distorted geometry. Source: the Open Molecules 2025 dataset; level of theory: ωB97M-V/def2-TZVPD.

Each line ends with the Löwdin charge.
Element x y z (Å)
O (3.0045, 1.0797, 18.4567)  -0.07
O (0.2201, 6.7713, 17.2673)  -0.24
O (-1.0478, 11.6849, 21.2882)  -0.02
O (-1.7328, 2.7746, 15.9005)  -0.08
O (0.1563, 3.4834, 22.3188)  -0.09
O (3.8861, 9.1933, 16.4110)  -0.18
O (-0.5657, 0.6703, 17.8013)  -0.04
O (-2.5869, 4.6516, 18.2264)  -0.06
O (4.5938, 3.8703, 19.2751)  -0.13
O (2.7330, 3.2304, 15.7796)  0.00
O (-1.5814, 3.1912, 20.2403)  -0.05
O (-2.7567, 9.6402, 19.9731)  -0.22
N (-0.2151, 10.8899, 22.1005)  -0.08
N (7.0657, 8.4580, 18.1805)  0.03
N (-0.3173, 4.0522, 23.6058)  -0.04
N (1.7877, 4.2530, 19.5707)  0.06
N (-5.3804, 9.6195, 20.6588)  0.04
C (-1.0832, 12.4319, 23.9171)  -0.02
C (1.7176, 10.9866, 24.2367)  -0.16
C (-6.2166, 9.2111, 18.3732)  -0.04
C (-1.2045, 1.8725, 24.1012)  -0.02
C (0.3270, 5.4285, 23.6965)  -0.50
C (-0.7413, 11.0107, 23.4819)  -0.51
C (6.1278, 8.5832, 17.0278)  -0.43
C (1.2532, 2.3787, 24.6546)  -0.03
C (-1.9144, 10.0758, 23.4829)  -0.04
C (0.8844, 5.5031, 17.5979)  -0.16
C (1.8691, 5.4394, 23.6065)  -0.03
C (1.4449, 10.7581, 20.4031)  -0.03
C (0.0483, 4.9312, 26.2413)  -0.18
C (1.0540, 5.4764, 19.1074)  -0.38
C (1.1498, 11.2955, 21.8397)  -0.49
C (-0.1808, 2.9449, 24.6242)  -0.49
C (2.5402, 9.2998, 16.7807)  -0.11
C (-0.0601, 7.0023, 15.8693)  -0.10
C (2.0758, 10.5580, 22.8128)  -0.13
C (6.2631, 7.3256, 16.1017)  -0.04
C (-3.7933, 9.7667, 19.0297)  -0.21
C (4.7365, 8.8137, 17.5222)  -0.20
C (1.5521, 12.8147, 21.8658)  -0.01
C (-0.1189, 5.8833, 25.0710)  -0.15
C (-2.1427, 8.3457, 20.0970)  -0.05
C (-5.0541, 9.0692, 19.4269)  -0.49
C (-0.2276, 6.2726, 22.5954)  -0.03
C (0.3106, 10.4962, 24.5110)  -0.13
C (-0.6339, 3.5968, 25.9496)  -0.14
C (1.8897, 6.6850, 19.5623)  -0.05
H (-1.2436, 13.1425, 23.0936)  0.09
H (1.9635, 3.1288, 25.0440)  0.07
H (5.6816, 6.5104, 16.5842)  0.08
H (0.3336, 6.8175, 25.2347)  0.09
H (6.7659, 7.6106, 18.6547)  0.06
H (1.7498, 12.0456, 24.3077)  0.09
H (2.0629, 8.3525, 17.0359)  0.06
H (1.3968, 7.6736, 19.4759)  0.07
H (-1.5310, 11.1092, 20.7248)  0.05
H (-6.2679, 9.3676, 21.0862)  0.09
H (4.2611, 7.8883, 17.9407)  0.12
H (-7.1313, 8.8166, 18.7211)  0.05
H (3.4073, 3.6706, 15.3199)  0.02
H (-1.0992, 0.0433, 18.3173)  0.06
H (2.4056, 5.0654, 24.4989)  0.07
H (-1.6757, 3.7835, 25.7619)  0.11
H (-1.5417, 8.1486, 19.2520)  0.07
H (2.7835, 6.7329, 18.9504)  0.05
H (1.1305, 9.7638, 20.2255)  0.04
H (-3.4165, 9.3826, 17.9912)  0.16
H (-2.5828, 4.1015, 17.4366)  0.02
H (2.3904, 10.5191, 24.9376)  0.11
H (4.6921, 9.6167, 18.2968)  0.13
H (3.0411, 10.8469, 22.4102)  0.11
H (3.6254, 4.0044, 19.3669)  -0.03
H (6.4803, 9.4593, 16.5015)  0.13
H (-0.4109, 5.3716, 27.1513)  0.12
H (1.8809, 5.4964, 17.1540)  0.12
H (-1.6627, 1.3991, 24.9592)  0.07
H (3.8209, 1.1438, 19.0125)  0.06
H (-1.6311, 9.1526, 23.0405)  0.04
H (1.1477, 13.3316, 21.0088)  0.07
H (1.5266, 4.0711, 20.5516)  0.07
H (-1.0753, 2.6021, 19.6652)  0.04
H (0.3098, 0.4759, 18.1315)  0.03
H (1.2533, 1.5160, 25.3452)  0.09
H (-1.9654, 2.2442, 23.3853)  0.09
H (1.4691, 2.0542, 23.6395)  0.07
H (1.9890, 9.5148, 22.6668)  0.10
H (-2.1810, 3.6020, 19.6016)  0.01
H (-1.5648, 8.4258, 21.0133)  0.06
H (-0.7159, 1.0443, 23.5960)  0.07
H (0.8447, 7.0229, 15.2671)  0.08
H (-0.4926, 2.8759, 26.8089)  0.14
H (-0.6117, 3.4653, 21.7233)  0.03
H (5.7786, 7.5290, 15.1332)  0.08
H (-0.0063, 10.8484, 25.5237)  0.13
H (0.1198, 5.5308, 19.5987)  0.10
H (-0.3728, 7.3170, 22.9053)  0.07
H (-2.6829, 10.4608, 22.8627)  0.07
H (-2.0327, 12.2911, 24.4905)  0.10
H (1.4128, 3.4189, 19.1146)  0.08
H (1.9821, 9.6909, 15.9765)  0.07
H (2.3167, 4.9023, 22.7429)  0.08
H (-1.2156, 6.0666, 24.9202)  0.14
H (2.2813, 6.4828, 23.6196)  0.09
H (0.2601, 4.6549, 17.2455)  0.12
H (-2.1891, 5.5259, 17.9611)  0.08
H (2.6517, 12.8447, 21.6949)  0.09
H (0.7750, 11.2902, 19.7101)  0.09
H (-4.1192, 10.8061, 18.9354)  0.13
H (-0.6336, 6.2100, 15.3547)  0.08
H (-2.2574, 9.8833, 24.5295)  0.11
H (7.3233, 7.1493, 15.9754)  0.07
H (-5.9929, 8.6191, 17.4908)  0.07
H (-0.3790, 12.7876, 24.6599)  0.07
H (-0.6156, 7.9433, 15.8596)  0.09
H (3.1725, 1.7751, 17.8389)  -0.02
H (-4.9121, 7.9679, 19.5174)  0.13
H (0.4315, 6.4181, 21.7120)  0.06
H (4.8398, 4.1746, 20.1957)  0.05
H (2.4170, 10.0037, 17.6006)  0.08
H (-2.8471, 7.5384, 20.2697)  0.09
H (-1.1913, 5.9416, 22.1904)  0.10
H (1.1031, 4.8206, 26.4869)  0.10
H (-4.6811, 9.8090, 21.3454)  0.07
H (2.4907, 10.7317, 20.1633)  0.07
H (2.2238, 6.6551, 20.5963)  0.06
H (-1.5034, 1.8850, 16.2080)  0.01
H (-2.3267, 2.6528, 15.1111)  0.07
H (0.3253, 9.4116, 24.4832)  0.10
H (2.5967, 2.4269, 15.3371)  0.02
H (-6.3462, 10.2180, 17.9980)  0.07
H (6.9134, 9.1956, 18.8564)  0.06
H (1.3545, 13.3778, 22.7545)  0.06

Summary:
Total charge ... 0
Total energy ... -64505.3357 eV
Structure (SMILES) ... CC1(C)CCCC(C)(C)N1O.CC1(C)CCCC(C)(C)N1O.COC[C@H](C)N.COC[C@H](C)N.COC[C@H](C)N.O.O.O.O.O.O.O
E_LUMO ... 0.0 eV

---

3.
C8H10N2O5Pt as an isolated structure at a distorted geometry. Source: the Open Molecules 2025 dataset; level of theory: ωB97M-V/def2-TZVPD.

Each line ends with the Mulliken spin population.
Element x y z (Å)
Pt (1.4010, -1.1697, 0.4801)  0.45
O (2.0096, -0.0912, 3.3034)  0.04
O (2.0672, 1.3960, -1.1197)  0.02
O (1.5052, -3.0545, -1.9685)  0.06
O (-1.6362, -1.6992, 0.9970)  0.01
O (-1.0581, 1.0030, 1.9306)  0.11
N (-1.9332, 2.8232, 3.0364)  0.71
N (-0.7121, 3.1373, 1.1463)  0.11
C (-2.5683, 2.0792, 4.0779)  0.03
C (1.8293, -0.5315, 2.2327)  0.20
C (-1.2534, 2.2232, 2.0170)  -0.05
C (-0.5000, -1.5011, 0.8764)  0.05
C (1.8541, 0.4277, -0.5040)  0.05
C (-1.7545, 0.0552, -3.0690)  0.00
C (1.6299, -2.4994, -0.9546)  0.13
C (-2.0717, 1.1234, -2.3061)  0.00
H (-1.6276, 2.1231, -2.4682)  0.00
H (-1.1292, 4.0571, 1.1443)  0.00
H (-0.9302, 0.1113, -3.7940)  0.00
H (-2.4751, 1.0190, 3.8476)  0.00
H (-2.8297, 1.1141, -1.5067)  0.00
H (-0.3525, 2.7719, 0.2842)  0.00
H (-1.9220, 3.8282, 3.0776)  -0.03
H (-3.6271, 2.3429, 4.1516)  0.06
H (-2.1039, 2.2791, 5.0482)  0.06
H (-2.1237, -0.9583, -2.8613)  0.00

Summary:
Total charge ... +2
⟨S²⟩ ... 2.012
Total energy ... -24902.2043 eV
2S+1 ... 3
E_LUMO (alpha / beta) ... -6.4 / -12.2 eV

---

Which of these has the highest total charge?
C8H10N2O5Pt

---

The highest total charge belongs to which entry?
C8H10N2O5Pt